1.
9
Properties=species:S:1:pos:R:3:lowdin_charge:R:1 method="wB97M-V/def2-TZVPD" homo_ev=-3.14 homo_lumo_gap_ha=0.272 e_lumo_ev=4.28 charge=-1
S -3.0046 -0.6553 -0.3325 -0.2073
H -3.3557 0.4856 0.2906 -0.4396
N -0.0147 0.3000 0.3130 0.0577
C 1.1129 -0.2346 -0.1273 -0.4421
N 2.2989 0.1625 0.2497 -0.0327
H -0.0294 1.0355 0.9983 0.0869
H -0.9537 -0.0735 0.0404 -0.1137
H 1.0266 -1.0058 -0.8954 0.1079
H 2.9196 -0.0145 -0.5367 -0.0172

---

2.
125
Properties=species:S:1:pos:R:3:lowdin_charge:R:1 method="wB97M-V/def2-TZVPD" smiles="C[C@H]1COC(=O)O1.C[C@H]1COC(=O)O1.C[C@H]1COC(=O)O1.C[C@H]1COC(=O)O1.C[C@H]1COC(=O)O1.COC(=O)OC.COC(=O)OC.CCCC#N.CCCC#N.CCCC#N" homo_ev=-10.16 homo_lumo_gap_ha=0.368 e_lumo_ev=-0.14
C 0.8027 -5.7852 0.3230 -0.0179
C 0.1207 -4.5442 -0.1860 -0.3574
C 0.6017 -4.0852 -1.5890 -0.0477
O -0.5993 -4.0102 -2.3290 0.1265
C -1.6013 -4.3452 -1.6100 -0.5994
O -2.7533 -4.3692 -1.9110 0.1580
O -1.2513 -4.7452 -0.3520 0.0781
H 0.5577 -6.1592 1.3400 0.0838
H 1.8987 -5.6972 0.2810 0.0895
H 0.6047 -6.4832 -0.4520 0.0790
H 0.3807 -3.7582 0.4790 0.1044
H 1.2767 -4.8802 -1.9220 0.1436
H 1.1287 -3.2102 -1.5350 0.0849
C 2.3777 1.1158 -1.8400 0.0011
C 2.0157 -0.2242 -1.1820 -0.2339
C 1.9717 -0.0832 0.3860 -0.0785
O 0.6827 -0.5412 0.7420 0.0836
C 0.0367 -0.7032 -0.3840 -0.7421
O -1.1323 -0.9682 -0.3690 0.1417
O 0.6917 -0.5472 -1.3740 0.1408
H 3.2507 1.5678 -1.4020 0.0887
H 1.6957 1.8688 -1.6070 0.0318
H 2.5427 0.9698 -2.9370 0.1034
H 2.6767 -1.0812 -1.4210 0.1665
H 2.1507 0.9168 0.6640 0.0882
H 2.7537 -0.6372 0.9130 0.1294
C -3.0373 -2.1602 2.0920 0.0029
C -3.1813 -3.5922 2.6880 -0.2650
C -1.7883 -4.2682 2.6220 -0.0758
O -1.4113 -4.1902 3.9890 0.0272
C -2.4443 -3.9712 4.7140 -0.5996
O -2.4053 -4.1532 5.9520 0.1004
O -3.4363 -3.4812 4.0420 0.1258
H -2.9343 -2.2832 1.0390 0.0581
H -2.1533 -1.6042 2.4000 0.0793
H -3.9543 -1.5862 2.3040 0.0943
H -4.0583 -4.1752 2.2350 0.1880
H -1.0643 -3.7202 2.0430 0.0961
H -1.7633 -5.2752 2.1340 0.1466
C -0.0263 5.3858 -6.8990 -0.0187
C 0.1197 5.5108 -5.4270 -0.2335
C -0.7753 4.4828 -4.6250 -0.0707
O 0.1787 3.6888 -3.9330 0.0088
C 1.4347 4.1058 -4.2550 -0.6116
O 2.4597 3.4758 -3.8710 0.0839
O 1.4227 5.0858 -4.9690 0.1528
H -0.9973 5.1488 -7.2330 0.0757
H 0.7597 4.7058 -7.2040 0.1015
H 0.1417 6.3118 -7.4920 0.1022
H 0.0127 6.5588 -5.0300 0.1734
H -1.2013 3.7618 -5.2780 0.1038
H -1.5463 4.9788 -4.0700 0.1286
C 1.8947 4.7998 -0.6040 0.0062
C 1.9247 4.7338 0.9400 -0.3192
C 2.9917 3.7848 1.4110 -0.0795
O 3.8207 4.4658 2.3340 0.1694
C 3.3967 5.6008 2.3470 -0.7069
O 3.7507 6.4348 3.1500 0.1280
O 2.4187 5.9148 1.5010 0.1117
H 1.8307 3.7998 -1.0670 0.0591
H 2.7207 5.4848 -0.7720 0.1000
H 0.9817 5.2508 -1.0460 0.0845
H 1.0187 4.4448 1.4310 0.1282
H 3.6217 3.3678 0.6170 0.1412
H 2.5507 2.8928 1.8620 0.1167
C -1.5313 2.4738 -1.8590 -0.0024
O -2.1363 1.9558 -0.6790 -0.0066
C -1.5313 1.9878 0.4660 -0.3832
O -0.1793 2.4508 0.6980 -0.0623
O -2.3903 1.6218 1.4150 -0.0166
C -2.0313 1.6638 2.7400 -0.0552
H -2.4353 2.4938 -2.5870 0.1385
H -0.8173 1.8728 -2.2910 0.0318
H -1.2203 3.4938 -1.6000 0.1085
H -2.7943 1.7518 3.5640 0.1219
H -1.5053 2.6118 2.7950 0.0928
H -1.4253 0.7398 3.0520 0.1052
C 1.3807 -0.0962 3.5580 -0.0558
O 1.8157 0.5168 4.7440 0.0183
C 2.9387 1.2268 4.7630 -0.3946
O 3.7617 1.1668 3.6340 -0.0667
O 3.2987 2.0038 5.7850 0.0252
C 4.3617 2.8868 5.4840 -0.0331
H 2.0467 -0.9182 3.2070 0.0936
H 1.3097 0.6018 2.7630 0.0591
H 0.3887 -0.4582 3.8140 0.0943
H 4.2427 3.3748 4.5380 0.0738
H 5.2627 2.2708 5.4360 0.1087
H 4.4517 3.6608 6.1990 0.0900
C -0.0753 1.0798 -5.9740 -0.0882
C -0.4723 0.7688 -4.5430 -0.2712
C -0.7183 -0.7432 -4.2760 -0.1529
C 0.4907 -1.5012 -4.2620 -0.2706
N 1.4057 -2.1462 -4.3010 0.1908
H -0.8993 0.8318 -6.7080 0.0890
H 0.7897 0.3518 -6.2370 0.1084
H 0.1637 2.1708 -6.2350 0.0765
H -1.3883 1.3198 -4.3210 0.0899
H 0.1817 1.1568 -3.8560 0.0413
H -1.4053 -1.2632 -4.9960 0.1465
H -1.2813 -0.8092 -3.2930 0.1220
C 2.3337 -6.0632 4.6670 -0.1066
C 1.1027 -5.1602 4.3740 -0.2174
C 1.4277 -3.7002 3.8620 -0.1673
C 2.3117 -3.6002 2.6920 -0.2280
N 3.0167 -3.4722 1.7630 0.1604
H 2.1227 -7.1002 4.8090 0.0502
H 2.8597 -5.7892 5.6300 0.0913
H 3.0507 -6.1112 3.8280 0.0707
H 0.4507 -5.1082 5.2740 0.1148
H 0.4947 -5.6792 3.5450 0.1047
H 1.9117 -3.0822 4.6510 0.1341
H 0.4737 -3.2112 3.5760 0.0952
C -4.1323 -1.1772 -2.0040 -0.1162
C -5.1843 -0.6822 -1.0850 -0.2635
C -4.7213 0.5098 -0.2200 -0.1827
C -5.7143 0.7368 0.8850 -0.2041
N -6.4893 0.9038 1.7480 0.1266
H -3.3083 -1.5292 -1.5140 0.0032
H -3.7853 -0.3052 -2.6270 0.0901
H -4.4313 -2.0372 -2.6620 0.1017
H -5.4583 -1.4642 -0.3230 0.1232
H -6.1113 -0.4642 -1.6270 0.1146
H -4.6813 1.3958 -0.8490 0.1117
H -3.7473 0.3278 0.1710 0.0665

---

3.
55
Properties=species:S:1:pos:R:3:lowdin_charge:R:1 method="wB97M-V/def2-TZVPD" spin_multiplicity=3 homo_ev="-3.56 / -3.67" homo_lumo_gap_ha="0.241 / 0.245" e_lumo_ev="2.98 / 2.98" charge=-2
V -0.6569 -7.7045 17.6019 0.7112
O -4.0272 -10.5329 21.9342 0.0702
C -3.3574 -9.8702 20.9813 -0.3184
C -4.0144 -9.2453 19.9270 0.0825
C -3.2100 -8.6180 18.9811 -0.1541
N -1.9043 -8.6163 19.0894 0.0777
C -1.3001 -9.2175 20.1258 -0.1174
C -1.9884 -9.8848 21.1110 0.0756
C 0.2310 -9.1398 19.9950 -0.5655
O 0.9118 -9.6848 20.8434 0.0522
O 0.6502 -8.4742 18.9664 -0.1730
C -3.6590 -7.8744 17.7685 -0.5708
O -4.8463 -7.8190 17.4695 0.0441
O -2.6455 -7.3715 17.1691 -0.1220
H -4.9230 -10.6533 21.6311 0.0973
H -5.1061 -9.1980 19.8906 0.1304
H -1.4794 -10.4591 21.9109 0.1475
F 0.0292 -5.2614 8.4036 0.1196
C 0.6512 -4.7867 9.4933 -0.5689
F 1.8666 -5.3734 9.4286 0.1207
F 0.8693 -3.4642 9.3001 0.1118
C -0.1132 -5.0964 10.7931 -0.1313
C -0.3759 -6.4383 11.0796 -0.0427
C -0.6906 -6.8208 12.3431 0.0013
C -0.7064 -5.8430 13.4092 -0.2322
C -0.6959 -4.4899 13.0853 -0.0123
C -0.4008 -4.1269 11.7587 -0.0185
C -0.5790 -6.2385 14.7428 -0.1131
C -0.4992 -6.6511 15.8802 -0.0755
H -0.0930 -7.1446 10.3171 0.1162
H -0.9367 -7.8140 12.6093 0.1045
H -0.8156 -3.7341 13.8256 0.1107
H -0.4017 -3.0826 11.5542 0.0977
O -1.2075 -10.7838 15.1153 0.0616
C -0.3553 -10.0666 15.6081 -0.5928
O -0.4878 -9.3533 16.6410 -0.1199
C 1.0519 -10.0630 15.0211 -0.0670
C 1.1878 -10.4184 13.6777 0.0824
C 2.4304 -10.2428 12.9959 -0.0993
C 3.5005 -9.6243 13.6135 0.0755
C 3.2695 -9.2892 14.9677 -0.1000
C 2.1623 -9.5912 15.7318 0.0884
N 4.2306 -8.4231 15.7166 -0.3531
O 4.0530 -8.1737 16.9040 0.0803
O 5.1050 -7.9821 15.0246 0.0726
N 2.5295 -10.6635 11.5575 -0.3407
O 3.6348 -10.8573 11.0804 0.0588
O 1.4898 -10.8434 10.9282 0.0615
H 0.3590 -10.7881 13.1570 0.1055
H 4.4108 -9.4406 13.0598 0.1254
H 2.1081 -9.3877 16.8237 0.1446
Cl -0.4938 -5.5947 18.8082 0.0828
Ge 1.7145 -5.1495 19.4547 0.0587
Cl 1.3337 -2.8741 19.2658 -0.2450
Cl 1.2448 -5.3261 21.7239 -0.2361

---

4.
42
Properties=species:S:1:pos:R:3:lowdin_charge:R:1 method="wB97M-V/def2-TZVPD" homo_ev=-4.89 homo_lumo_gap_ha=0.271 e_lumo_ev=2.49 charge=-1
O -3.5418 3.8674 -1.2887 -0.0306
C -2.6253 3.0327 -1.4041 -0.7445
O -1.4876 3.0901 -0.8974 -0.1004
C -2.8162 1.7753 -2.2946 -0.2619
N -2.4958 2.0869 -3.7002 -0.2072
P -0.9484 2.7832 -3.8896 0.5523
O -0.6748 2.6019 -5.5137 -0.4077
I 0.7120 1.1644 -2.9167 0.3286
C -4.2215 1.1358 -2.2316 -0.4389
F -4.8980 1.4282 -3.3748 0.0918
F -4.9760 1.5486 -1.2106 0.1285
C -4.1797 -0.4091 -2.1482 -0.3107
F -3.1444 -0.9243 -2.8342 0.0744
F -5.2927 -0.9071 -2.7243 0.0785
H -2.1123 1.0109 -1.9630 0.0754
H -2.5925 1.2506 -4.2744 0.0793
H -1.0482 1.7644 -5.8173 0.0274
H -4.1529 -0.6992 -1.1014 0.1665
F -0.6725 -1.3596 -1.3432 -0.0053
C -0.0594 -2.2239 -0.5279 -0.2903
C 1.0385 -1.7952 0.1922 -0.0109
C 1.6717 -2.6852 1.0462 -0.0854
C 1.2098 -3.9903 1.1622 -0.1008
C 0.1088 -4.4043 0.4251 -0.0937
C -0.5368 -3.5159 -0.4236 -0.0166
H 1.3848 -0.7752 0.0798 0.1080
H 2.5277 -2.3625 1.6215 0.0799
H 1.7087 -4.6831 1.8274 0.0967
H -0.2502 -5.4216 0.5113 0.0991
H -1.4024 -3.8154 -0.9998 0.1157
F 4.5462 -1.1827 2.4612 0.0482
C 4.0946 -0.1120 3.1499 -0.2798
C 2.7598 0.2283 3.0649 -0.0056
C 2.3000 1.3256 3.7769 -0.0662
C 3.1780 2.0696 4.5532 -0.0963
C 4.5175 1.7131 4.6221 -0.0906
C 4.9826 0.6108 3.9199 -0.0252
H 2.0914 -0.3566 2.4497 0.0919
H 1.2556 1.6005 3.7233 0.1123
H 2.8168 2.9281 5.1034 0.1000
H 5.2034 2.2949 5.2233 0.1007
H 6.0215 0.3118 3.9658 0.1135

---

5.
119
Properties=species:S:1:pos:R:3:lowdin_charge:R:1 method="wB97M-V/def2-TZVPD" homo_ev=-8.05 homo_lumo_gap_ha=0.246 e_lumo_ev=-1.35
C 1.1586 4.5714 -2.3454 0.1263
C 2.0564 4.4124 -3.4188 -0.0659
C 3.2992 5.1573 -3.3215 -0.5384
O 3.4863 5.9592 -2.4138 0.0768
O 4.2459 4.8778 -4.2654 -0.0295
C 5.3716 4.1767 -3.6961 -0.1705
C 4.9996 2.7011 -3.5366 -0.1821
C 6.1956 1.8377 -3.0863 -0.1833
C 6.3006 1.8165 -1.5443 -0.2332
C 6.6323 0.4172 -0.9597 -0.2536
C 7.8025 0.4424 0.0665 -0.2651
Si 7.1486 0.7807 1.8033 0.1910
Br 5.6947 2.5229 1.7880 0.4951
O 8.4118 1.1204 2.8558 -0.3895
Si 9.1419 2.6243 2.5639 0.5953
B 8.6296 4.0227 3.9114 -0.6968
O 7.6968 4.9929 3.6001 0.0750
O 9.1658 4.0204 5.1876 0.1076
C 6.2608 -0.8175 2.3379 -0.3439
C 5.0149 -0.7180 2.9072 -0.0908
C 4.3642 -1.8942 3.2600 -0.0525
C 5.0633 -3.0334 2.9874 -0.0884
C 6.3224 -3.0483 2.4455 -0.1399
N 6.9451 -1.9302 2.1089 0.0784
H 1.1575 3.8601 -1.5195 0.0838
H 0.5018 5.4400 -2.2983 0.0798
H 1.8004 3.7672 -4.2569 0.1121
H 5.6023 4.6574 -2.7407 0.1265
H 6.2351 4.2756 -4.3517 0.1255
H 4.1553 2.6103 -2.8498 0.1044
H 4.6598 2.3745 -4.5246 0.1179
H 6.0766 0.8287 -3.4819 0.1033
H 7.0952 2.2965 -3.5067 0.1089
H 5.3439 2.1242 -1.1196 0.0664
H 7.0446 2.5372 -1.1983 0.0994
H 5.7547 -0.0660 -0.5220 0.0988
H 6.9743 -0.2100 -1.7885 0.0976
H 8.2052 -0.5739 0.1054 0.0732
H 8.5758 1.1451 -0.2431 0.0659
H 8.7125 3.1264 1.2368 -0.0306
H 10.6159 2.4837 2.4581 -0.0345
H 8.1100 5.7935 3.2628 0.1033
H 10.1154 3.8795 5.0858 0.0863
H 4.5312 0.2326 3.0750 0.0645
H 3.3822 -1.9095 3.7081 0.1003
H 4.5962 -3.9882 3.2119 0.1024
H 6.8158 -3.9971 2.2676 0.1089
C -2.1371 -3.1792 5.0634 -0.0524
C -3.1981 -4.0048 4.7043 -0.0501
C -3.0192 -4.9922 3.7498 0.0024
C -1.7811 -5.1514 3.1415 -0.0901
C -0.7220 -4.3072 3.4850 -0.0923
C -0.9022 -3.3290 4.4553 -0.0031
C 0.5950 -4.4315 2.8062 -0.2803
O 1.5166 -3.6967 3.1068 0.0882
C 0.7607 -5.4599 1.7469 -0.0848
C 1.9675 -5.5483 1.0637 0.0024
C 2.1372 -6.5110 0.0834 -0.0512
C 1.1047 -7.3957 -0.2129 -0.0511
C -0.1018 -7.3081 0.4612 0.0016
C -0.2816 -6.3353 1.4361 -0.0882
C -1.5958 -6.2285 2.1280 -0.2877
O -2.4987 -6.9953 1.8673 0.1109
H -2.2775 -2.4143 5.8160 0.1089
H -4.1654 -3.8775 5.1724 0.1096
H -3.8421 -5.6374 3.4738 0.1226
H -0.0787 -2.6841 4.7304 0.1200
H 2.7711 -4.8620 1.2961 0.1127
H 3.0757 -6.5756 -0.4515 0.1094
H 1.2419 -8.1518 -0.9748 0.1092
H -0.9062 -7.9921 0.2278 0.1222
C -3.6648 2.8417 -4.7978 -0.0488
C -4.3544 1.7865 -5.3860 -0.0455
C -4.3315 0.5292 -4.8050 0.0055
C -3.6102 0.3179 -3.6382 -0.0870
C -2.8993 1.3740 -3.0595 -0.1048
C -2.9378 2.6361 -3.6374 -0.0007
C -2.0885 1.1537 -1.8357 -0.3243
O -1.4662 2.0618 -1.3202 0.0850
C -2.0343 -0.2113 -1.2519 -0.1054
C -1.2300 -0.4340 -0.1430 0.0006
C -1.1653 -1.6921 0.4232 -0.0420
C -1.9174 -2.7359 -0.1105 -0.0384
C -2.7204 -2.5198 -1.2197 0.0116
C -2.7739 -1.2577 -1.8005 -0.0769
C -3.6092 -1.0377 -3.0143 -0.2726
O -4.2667 -1.9394 -3.4879 0.1135
H -3.6922 3.8247 -5.2495 0.1092
H -4.9125 1.9472 -6.2989 0.1099
H -4.8720 -0.2897 -5.2597 0.1231
H -2.3980 3.4549 -3.1810 0.1186
H -0.6482 0.3780 0.2724 0.1236
H -0.5302 -1.8630 1.2841 0.1037
H -1.8723 -3.7207 0.3383 0.0988
H -3.3011 -3.3310 -1.6375 0.1232
C -4.7849 1.4489 1.4716 -0.0377
C -4.4997 1.5594 0.1140 -0.0299
C -5.5297 1.6993 -0.8019 0.0212
C -6.8484 1.7170 -0.3668 -0.0752
C -7.1349 1.5825 0.9932 -0.0819
C -6.0981 1.4596 1.9102 0.0005
C -8.5431 1.5512 1.4749 -0.2769
O -8.7935 1.4386 2.6571 0.1054
C -9.6379 1.6530 0.4705 -0.0823
C -10.9589 1.5700 0.8924 -0.0024
C -11.9871 1.6759 -0.0285 -0.0573
C -11.7008 1.8744 -1.3755 -0.0572
C -10.3862 1.9527 -1.8024 -0.0023
C -9.3506 1.8334 -0.8842 -0.0821
C -7.9416 1.8854 -1.3630 -0.2744
O -7.6900 2.0559 -2.5382 0.1063
H -3.9784 1.3485 2.1868 0.1102
H -3.4758 1.5391 -0.2223 0.0760
H -5.3112 1.7914 -1.8573 0.1097
H -6.3204 1.3684 2.9647 0.1202
H -11.1813 1.4190 1.9399 0.1204
H -13.0154 1.6060 0.3017 0.1072
H -12.5063 1.9638 -2.0927 0.1071
H -10.1626 2.1023 -2.8498 0.1201

---

| no. | DFT total energy (eV) |
| --- | --- |
| 1 | -14934.6198 |
| 2 | -87888.8825 |
| 3 | -178933.1036 |
| 4 | -58149.2569 |
| 5 | -169324.5385 |